P.
Here is the molecule CH3NO3S from the Open Molecules 2025 dataset. Energies are from ωB97M-V/def2-TZVPD.

2S+1: 1
Kohn-Sham gap (alpha / beta): 6.8 / 4.1 eV
total charge: 0
molecular weight: 109.11 g mol⁻¹
HOMO level (alpha / beta): -8.36 / -6.71 eV

Each line ends with the Mulliken charge.
Element x y z (Å)
C1 -0.768 -0.636 -0.677  -0.115
N1 1.438 -0.401 0.127  0.007
O1 0.601 -1.100 -0.483  -0.083
O2 -0.812 0.718 -0.369  -0.250
O3 -1.658 1.079 0.659  -0.544
S1 1.169 0.943 0.984  0.212
H1 -0.909 -0.544 -1.731  0.261
H2 -1.439 -1.098 -0.063  0.330
H3 2.379 1.039 1.553  0.182

***

Q.
Here is the molecule CH3NO3S from the Open Molecules 2025 dataset. Energies are from ωB97M-V/def2-TZVPD.

2S+1: 1
Kohn-Sham gap: 11.5 eV
total charge: 0
molecular weight: 109.11 g mol⁻¹
SMILES string: O=CN[SH](=O)=O
HOMO level: -10.97 eV

Each line ends with the Mulliken charge.
Element x y z (Å)
O1 1.514 0.760 -1.025  -0.524
C1 1.510 0.197 0.030  0.154
N1 0.335 -0.416 0.465  -0.258
S1 -1.218 -0.036 -0.296  0.859
O2 -1.686 -1.239 -0.750  -0.492
O3 -1.947 0.631 0.749  -0.577
H1 2.344 -0.050 0.657  0.353
H2 0.198 -0.715 1.394  0.273
H3 -1.050 0.868 -1.225  0.213

***

Q comes first in stability; the runner-up is 772.9 kJ/mol higher.